1.
{
  "formula": "C12H18AuN3OS2",
  "method": "ωB97M-V with the def2-TZVPD basis set",
  "mol_weight_g_mol": 481.40,
  "charge": 2,
  "spin_multiplicity": 1,
  "energy_ev": -44600.4139,
  "orbital_gap_ha": 0.225,
  "e_lumo_ev": -8.42,
  "elements": ["Au", "S", "S", "O", "N", "N", "N", "C", "C", "C", "C", "C", "C", "C", "C", "C", "C", "C", "C", "H", "H", "H", "H", "H", "H", "H", "H", "H", "H", "H", "H", "H", "H", "H", "H", "H", "H"],
  "positions_angstrom": [[0.98, -0.82, 0.18], [2.79, 0.40, 0.82], [-2.19, -1.58, 1.36], [-0.79, -2.06, 0.92], [1.83, -2.54, 0.93], [0.40, 0.84, -0.85], [1.65, -3.44, -0.18], [-3.23, -3.01, 1.10], [2.56, 4.32, -0.14], [1.45, 4.39, -0.93], [-0.98, 1.99, -2.39], [2.25, 1.96, 0.18], [-1.18, -0.50, -2.15], [1.10, 2.00, -0.61], [2.99, 3.10, 0.40], [-0.57, 0.81, -1.76], [-2.14, -1.56, 3.14], [-0.38, 3.18, -2.10], [0.71, 3.22, -1.20], [3.15, 5.21, 0.06], [-1.93, -0.35, -2.92], [-1.78, 1.93, -3.12], [-3.28, -3.20, 0.03], [-1.47, -0.76, 3.44], [1.16, -4.28, 0.13], [-4.22, -2.78, 1.48], [1.26, -2.84, 1.72], [-0.41, -1.17, -2.55], [3.90, 3.06, 0.99], [1.14, 5.32, -1.38], [-3.14, -1.35, 3.51], [-2.80, -3.87, 1.62], [2.81, -2.49, 1.23], [2.54, -3.69, -0.58], [-1.79, -2.53, 3.51], [-0.71, 4.10, -2.58], [-1.65, -0.99, -1.30]],
  "lowdin_charge": [1.0249, 0.7483, 0.9131, -0.6802, -0.1559, -0.0403, 0.0211, -0.2178, -0.0231, 0.0129, 0.0236, -0.5617, -0.0130, -0.2292, -0.0568, -0.2716, -0.2245, 0.0640, -0.1308, 0.1288, 0.0995, 0.1320, 0.0670, 0.0652, 0.1086, 0.0793, 0.1125, 0.1014, 0.1259, 0.1340, 0.0788, 0.0751, 0.1171, 0.1119, 0.0741, 0.1438, 0.0417]
}

2.
{
  "formula": "C2H7N3",
  "method": "ωB97M-V with the def2-TZVPD basis set",
  "smiles": "[H]/N=C(/C)NN",
  "mol_weight_g_mol": 73.10,
  "spin_multiplicity": 1,
  "energy_ev": -6655.5769,
  "orbital_gap_ha": 0.371,
  "e_lumo_ev": 0.93,
  "elements": ["N", "N", "N", "C", "C", "H", "H", "H", "H", "H", "H", "H"],
  "positions_angstrom": [[2.07, -0.35, -0.08], [-0.95, -1.39, -0.20], [0.89, 0.44, 0.13], [-0.44, -0.15, -0.19], [-1.47, 0.90, -0.02], [-2.10, 0.87, -0.89], [-0.89, 1.80, 0.32], [-0.22, -2.09, -0.26], [2.15, -0.77, 0.84], [1.93, -1.24, -0.51], [-2.02, 0.55, 0.81], [1.03, 1.43, 0.06]],
  "lowdin_charge": [-0.0028, 0.0928, -0.0679, -0.4094, -0.0650, 0.0775, 0.0880, 0.0057, 0.0676, 0.0561, 0.0635, 0.0939]
}

3.
{
  "formula": "C4H5BiLiO2",
  "method": "ωB97M-V with the def2-TZVPD basis set",
  "mol_weight_g_mol": 301.00,
  "charge": 2,
  "spin_multiplicity": 2,
  "energy_ev": -14346.8895,
  "s2": 1.77,
  "orbital_gap_ha": [0.182, 0.211],
  "e_lumo_ev": [-10.06, -9.87],
  "elements": ["Bi", "O", "O", "C", "C", "C", "C", "Li", "H", "H", "H", "H", "H"],
  "positions_angstrom": [[2.75, -2.14, 3.04], [1.51, -1.75, 1.54], [-1.88, 2.00, -0.18], [-0.90, 1.24, 0.03], [0.19, -0.99, -0.24], [1.24, -0.86, 0.66], [-0.63, 0.07, -0.71], [-3.41, 2.10, -1.12], [0.82, 0.93, -2.35], [-1.38, -0.19, -1.47], [1.87, 0.05, 0.64], [-0.22, 1.51, 0.86], [0.05, -1.97, -0.69]],
  "mulliken_spin": [-0.3595, -0.0569, 0.0591, -0.0663, -0.1405, 0.2679, 0.3140, 0.0040, 0.9267, 0.0331, 0.0150, -0.0044, 0.0077]
}

4.
{
  "formula": "C3H8ClNS",
  "method": "ωB97M-V with the def2-TZVPD basis set",
  "mol_weight_g_mol": 125.62,
  "spin_multiplicity": 1,
  "energy_ev": -28084.3037,
  "orbital_gap_ha": [0.270, 0.270],
  "e_lumo_ev": [0.30, 0.30],
  "elements": ["Cl", "S", "N", "C", "C", "C", "H", "H", "H", "H", "H", "H", "H", "H"],
  "positions_angstrom": [[-0.81, -1.10, -2.37], [2.03, 0.80, 1.71], [-1.04, -1.62, -0.69], [1.62, 0.05, 0.06], [-0.64, -0.63, 0.17], [-1.20, 0.77, 0.02], [1.47, 0.79, -0.64], [-2.06, 0.86, -0.66], [-0.75, -2.57, -0.51], [-1.48, 1.13, 1.04], [-0.44, 1.48, -0.38], [2.15, -0.91, -0.01], [-0.46, -0.97, 1.10], [1.61, 1.94, 1.17]],
  "lowdin_charge": [0.5820, 0.6010, -0.3986, -0.4327, -0.3538, -0.1384, -0.0391, 0.0666, 0.0812, 0.0861, 0.0564, 0.0047, 0.0590, -0.1742]
}

5.
{
  "formula": "C32H26Cl3N7OPdS6",
  "method": "ωB97M-V with the def2-TZVPD basis set",
  "mol_weight_g_mol": 929.79,
  "charge": -2,
  "spin_multiplicity": 1,
  "energy_ev": -152144.0094,
  "orbital_gap_ha": 0.113,
  "e_lumo_ev": 3.51,
  "elements": ["Pd", "Cl", "Cl", "Cl", "S", "S", "S", "S", "S", "S", "O", "N", "N", "N", "N", "N", "N", "N", "C", "C", "C", "C", "C", "C", "C", "C", "C", "C", "C", "C", "C", "C", "C", "C", "C", "C", "C", "C", "C", "C", "C", "C", "C", "C", "C", "C", "C", "C", "C", "C", "H", "H", "H", "H", "H", "H", "H", "H", "H", "H", "H", "H", "H", "H", "H", "H", "H", "H", "H", "H", "H", "H", "H", "H", "H", "H"],
  "positions_angstrom": [[1.83, -0.49, 0.75], [-3.03, -2.70, -5.51], [-1.60, 2.44, -6.05], [-2.37, 0.76, 2.23], [-5.14, -0.02, 2.92], [0.38, -1.47, 2.26], [0.28, 0.77, -0.55], [-1.10, 6.25, 0.61], [1.11, -3.76, 4.12], [-0.85, 3.55, -0.62], [-3.66, -1.84, -1.26], [0.21, 4.02, 1.57], [0.57, 2.71, 1.31], [2.84, -2.55, 2.54], [1.40, -2.73, -1.15], [3.14, -1.62, 1.66], [3.50, 0.06, -0.32], [-0.60, -2.81, -2.10], [5.87, -0.50, -0.63], [-2.70, -1.04, -3.36], [-2.31, -0.12, -5.58], [-0.54, 4.67, 0.66], [-1.95, -3.27, -2.34], [3.65, 0.95, -1.31], [4.81, 1.17, -2.01], [0.75, 4.53, 2.79], [1.84, 5.43, 5.18], [0.08, 2.30, 0.18], [0.13, -4.89, 3.09], [0.12, 5.55, 3.50], [2.45, 4.41, 4.47], [-3.75, -0.20, 1.92], [0.67, 5.99, 4.69], [4.62, -0.71, 0.09], [4.42, -1.58, 1.10], [-5.23, -1.69, 0.99], [-2.90, -1.52, -0.09], [0.23, -2.16, -2.98], [-2.08, 1.29, -3.64], [-2.43, 0.22, -2.83], [1.45, -2.11, -2.38], [-5.99, -1.20, 2.00], [0.17, -3.13, -1.02], [5.96, 0.39, -1.63], [-2.03, 1.11, -5.01], [-3.92, -1.12, 0.94], [1.60, -2.58, 2.91], [-3.06, -2.22, -2.47], [-2.65, -1.17, -4.74], [1.92, 3.95, 3.28], [5.18, -2.25, 1.50], [2.74, 1.50, -1.56], [4.84, 1.91, -2.80], [-2.46, 0.38, -1.77], [6.73, -1.10, -0.34], [-0.80, 5.98, 3.13], [-3.88, -2.74, -2.99], [-1.95, -3.89, -3.24], [3.36, 3.95, 4.85], [-2.23, -3.93, -1.50], [2.35, -1.64, -2.72], [0.17, 6.78, 5.24], [-2.27, -0.26, -6.65], [-0.24, -3.61, -0.14], [-2.16, -0.73, -0.26], [-0.67, -4.34, 2.61], [-2.33, -2.39, 0.26], [-1.85, 2.25, -3.21], [-5.57, -2.43, 0.29], [-0.29, -5.66, 3.74], [6.90, 0.52, -2.16], [0.77, -5.35, 2.34], [2.37, 3.14, 2.74], [2.27, 5.78, 6.12], [-0.12, -1.77, -3.93], [-7.00, -1.46, 2.26]],
  "lowdin_charge": [0.5038, 0.6944, 0.6520, 0.6850, 0.9689, 0.4018, 0.5338, 0.4913, 0.7019, 0.9337, -0.1071, -0.1413, 0.0144, -0.1117, 0.0648, -0.2743, -0.0893, -0.0674, -0.0973, -0.1767, -0.1468, -1.1025, -0.0874, -0.2374, -0.1582, -0.1863, -0.1144, -1.1017, -0.4606, -0.0563, -0.0859, -0.9649, -0.1004, -0.3275, -0.1665, -0.1430, -0.1441, -0.0761, -0.0800, -0.0067, -0.1581, -0.4367, -0.2028, -0.1664, -0.6572, -0.2878, -1.1614, -0.2871, -0.5878, -0.0047, 0.0844, 0.0580, 0.0548, 0.0883, 0.0861, 0.0427, 0.1280, 0.1022, 0.1005, 0.1343, 0.0975, 0.0939, 0.0979, 0.1096, 0.0638, -0.0012, 0.1168, 0.0849, 0.1077, 0.0074, 0.0742, 0.0247, 0.1120, 0.0897, 0.1048, 0.0528]
}

6.
{
  "formula": "C4H12N3",
  "method": "ωB97M-V with the def2-TZVPD basis set",
  "mol_weight_g_mol": 102.16,
  "charge": 2,
  "spin_multiplicity": 2,
  "energy_ev": -8794.2452,
  "s2": 0.76,
  "orbital_gap_ha": [0.387, 0.270],
  "e_lumo_ev": [-8.25, -11.71],
  "elements": ["N", "N", "N", "C", "C", "C", "C", "H", "H", "H", "H", "H", "H", "H", "H", "H", "H", "H", "H"],
  "positions_angstrom": [[1.81, -1.11, 2.14], [-0.77, 1.37, -1.70], [1.14, 0.45, -0.26], [0.66, -1.20, 1.53], [-1.69, 0.77, -0.70], [0.23, -0.41, 0.44], [-1.06, -0.58, -0.25], [0.57, 1.05, -0.99], [2.65, -0.86, 1.62], [-0.11, -1.80, 2.00], [1.80, -0.01, -0.91], [-1.06, 2.33, -1.87], [1.95, -1.52, 3.07], [-0.88, -1.19, -1.15], [-1.77, 1.41, 0.17], [-1.64, -1.30, 0.34], [1.74, 1.11, 0.24], [-0.91, 0.92, -2.61], [-2.68, 0.57, -1.09]],
  "mulliken_spin": [0.3119, 0.0127, 0.0014, 0.0614, 0.0520, 0.4685, 0.0310, 0.0007, -0.0081, 0.0033, 0.0194, 0.0006, -0.0129, 0.0664, -0.0116, -0.0026, 0.0032, -0.0006, 0.0033]
}